The following is a quantum chemistry calculation of a cluster of 12 separate species, C17H58N4O12 in total in a non-equilibrium geometry, from OMol25.

Multiplicity ... 2
Total charge ... -1
<S²> ... 0.751
Energy ... -49094.802 eV

Geometry (Å):
C  0.121  0.630  -4.801
O  -0.168  0.130  -3.586
H  0.462  1.665  -4.817
H  0.815  -0.100  -5.217
H  -0.583  0.476  -5.619
H  0.591  -0.106  -3.048
C  3.066  3.107  2.680
O  2.987  2.966  1.248
H  2.499  3.989  2.979
H  2.733  2.144  3.067
H  4.078  3.445  2.906
H  2.212  2.449  1.017
C  -1.572  1.356  4.634
O  -2.505  1.201  5.701
H  -1.521  2.317  4.122
H  -0.519  1.261  4.900
H  -1.767  0.508  3.978
H  -3.050  0.428  5.537
C  0.538  -4.064  0.280
O  1.879  -4.464  0.200
H  0.448  -3.720  1.310
H  0.418  -3.213  -0.391
H  -0.292  -4.741  0.074
H  2.455  -3.716  0.022
C  -2.329  3.025  -3.403
O  -2.659  2.123  -4.491
H  -1.460  2.792  -2.789
H  -2.128  4.022  -3.796
H  -3.098  3.018  -2.631
H  -2.516  1.226  -4.182
C  -3.567  -0.261  -2.164
O  -3.071  -0.022  -1.056
N  -4.804  -0.285  -2.420
N  -2.835  -0.455  -3.243
H  -5.087  -0.623  -3.329
H  -5.442  -0.090  -1.662
H  -3.425  -0.612  -4.047
H  -1.827  -0.428  -3.311
C  -3.338  -2.695  0.842
O  -4.069  -2.530  -0.122
N  -2.381  -1.919  1.123
N  -3.310  -3.674  1.691
H  -2.207  -1.187  0.448
H  -1.987  -2.085  2.038
H  -2.600  -3.691  2.410
H  -4.201  -4.150  1.704
C  3.385  1.545  -3.273
C  3.341  3.017  -3.765
O  3.825  3.008  -5.066
H  4.394  1.135  -3.219
H  2.707  0.870  -3.796
H  2.931  1.731  -2.300
H  3.808  3.681  -3.038
H  2.295  3.322  -3.798
H  4.362  3.795  -5.183
C  4.563  -3.503  -1.318
C  4.416  -2.028  -1.442
O  3.091  -1.624  -1.324
H  4.209  -3.979  -0.403
H  5.636  -3.686  -1.247
H  4.111  -4.030  -2.158
H  4.772  -1.642  -2.398
H  4.993  -1.618  -0.613
H  2.640  -1.927  -2.115
C  0.438  -0.045  1.523
C  0.350  0.526  0.113
O  0.826  1.863  -0.066
H  -0.005  0.568  2.308
H  1.490  -0.234  1.736
H  0.095  -1.080  1.494
H  -0.713  0.481  -0.122
H  0.861  -0.268  -0.431
H  0.632  2.226  -0.933
C  -2.980  2.081  1.088
C  -1.970  3.174  0.963
O  -0.920  3.039  1.942
H  -3.697  2.105  0.268
H  -3.524  2.274  2.012
H  -2.482  1.113  1.156
H  -2.348  4.196  0.990
H  -1.501  3.125  -0.020
H  -0.090  2.890  1.484
C  0.879  -2.163  5.571
C  -0.188  -2.922  4.800
O  -0.912  -2.023  4.026
H  0.402  -1.422  6.212
H  1.502  -1.577  4.895
H  1.452  -2.777  6.265
H  -0.813  -3.368  5.573
H  0.281  -3.713  4.215
H  -1.534  -1.584  4.610

The following is a quantum chemistry calculation of a structure of composition C22H37MnO3Si in a non-equilibrium geometry, from OMol25.

Multiplicity ... 5
<S²> ... 6.294
Energy relative to the best compared isomer or geometry (same formula, charge and spin) ... 0.0 kcal per mole

Geometry (Å):
O  1.367  -2.340  -2.121
C  1.236  -3.705  -1.607
C  0.907  -4.348  -2.956
H  0.411  -3.796  -0.893
H  2.190  -4.061  -1.189
C  1.251  -2.932  -3.470
H  -0.150  -4.640  -3.040
H  1.599  -5.145  -3.257
C  0.202  -2.282  -4.328
H  -0.775  -2.283  -3.837
H  0.123  -2.836  -5.273
H  0.532  -1.261  -4.551
C  2.576  -3.002  -4.205
H  3.291  -3.629  -3.665
H  2.980  -2.000  -4.362
H  2.403  -3.460  -5.186
Mn  0.792  1.460  0.601
C  2.340  2.876  1.563
C  1.898  2.087  2.654
C  2.087  0.712  2.310
H  1.528  2.476  3.610
C  2.717  0.641  1.014
C  2.861  1.997  0.549
H  3.362  2.287  -0.369
H  2.361  3.971  1.582
H  1.881  -0.131  2.966
H  3.105  -0.250  0.528
C  -0.599  3.869  0.142
C  0.596  3.413  -0.475
C  0.249  2.295  -1.350
H  1.516  3.985  -0.529
C  -1.185  2.157  -1.281
C  -1.686  3.105  -0.351
H  -2.737  3.240  -0.085
H  -0.652  4.715  0.827
H  0.889  1.859  -2.116
H  -1.766  1.529  -1.959
O  -1.495  -2.314  -1.752
C  -0.907  -1.016  -1.471
C  -0.202  -1.013  -0.122
H  -1.723  -0.282  -1.389
H  -0.262  -0.686  -2.286
C  -0.944  -2.131  0.617
H  -0.440  -0.076  0.417
H  0.874  -1.234  -0.145
C  -1.826  -2.829  -0.445
H  -1.554  -1.691  1.417
H  -0.246  -2.837  1.079
H  -2.894  -2.608  -0.279
H  -1.672  -3.916  -0.468
C  -3.408  1.356  2.673
Si  -1.617  1.686  3.100
C  -1.378  3.534  3.431
C  -1.092  0.788  4.662
O  -0.673  1.221  1.878
H  -4.066  1.762  3.454
H  -3.620  0.284  2.578
H  -3.677  1.830  1.722
H  -1.836  3.885  4.367
H  -0.310  3.776  3.482
H  -1.809  4.128  2.617
H  -1.380  -0.270  4.648
H  -0.002  0.831  4.773
H  -1.541  1.250  5.551

The following is a quantum chemistry calculation of a structure of composition C6H6N in a non-equilibrium geometry, from OMol25.

Multiplicity ... 1
Total charge ... +1
Energy relative to the best compared isomer or geometry (same formula, charge and spin) ... 141.5 kcal per mole

Geometry (Å):
C  -0.150  0.598  0.114
C  0.288  1.075  -1.225
C  -0.144  -1.017  -0.439
C  1.020  -0.086  -0.744
C  -0.577  -1.165  0.909
C  -0.086  0.057  1.576
N  -1.294  0.149  0.884
H  -0.461  0.996  -1.964
H  0.848  2.100  -1.424
H  -0.778  -1.414  -1.169
H  1.989  0.005  -0.447
H  -0.919  -2.001  1.528
H  0.265  0.703  2.399

The following is a quantum chemistry calculation of an isolated molecule of C24H29N3O6S in a non-equilibrium geometry, from OMol25.

Multiplicity ... 1
Energy relative to the best compared isomer or geometry (same formula, charge and spin) ... 18.7 kcal per mole

Geometry (Å):
C  3.803  2.267  2.918
C  2.647  1.322  3.227
N  1.471  2.060  3.644
C  0.934  1.840  4.964
C  1.830  2.437  6.045
S  0.415  2.462  2.433
O  -0.621  3.271  3.006
O  1.177  2.993  1.343
C  -0.312  0.900  1.932
C  -1.389  0.422  2.673
C  -1.960  -0.785  2.349
C  -1.456  -1.530  1.275
N  -2.028  -2.721  0.924
C  -1.624  -3.392  -0.172
C  -0.580  -3.002  -0.950
C  -0.407  -3.762  -2.232
O  -1.145  -4.692  -2.512
N  0.576  -3.309  -3.036
C  0.503  -3.489  -4.467
C  -0.639  -2.635  -5.077
C  -0.752  -1.342  -4.320
C  0.142  -0.303  -4.518
C  0.142  0.796  -3.679
C  -0.728  0.885  -2.598
O  -0.685  1.892  -1.673
C  0.381  2.813  -1.736
C  -1.686  -0.130  -2.431
O  -2.616  -0.200  -1.420
C  -3.110  0.993  -0.847
C  -1.680  -1.216  -3.296
C  0.171  -1.800  -0.618
O  1.163  -1.401  -1.224
C  -0.362  -1.053  0.535
C  0.199  0.180  0.881
H  4.670  1.700  2.588
H  4.067  2.844  3.799
H  3.499  2.950  2.130
H  2.922  0.622  4.020
H  2.404  0.740  2.331
H  -0.033  2.344  4.977
H  0.781  0.766  5.151
H  2.799  1.944  6.064
H  1.361  2.317  7.018
H  1.980  3.495  5.853
H  -1.774  1.030  3.475
H  -2.808  -1.161  2.904
H  -2.831  -3.043  1.445
H  -2.174  -4.283  -0.444
H  1.066  -2.481  -2.704
H  1.467  -3.195  -4.884
H  0.322  -4.545  -4.679
H  -0.429  -2.461  -6.133
H  -1.573  -3.188  -4.989
H  0.863  -0.354  -5.321
H  0.861  1.580  -3.852
H  0.347  3.369  -0.801
H  0.267  3.496  -2.584
H  1.345  2.302  -1.803
H  -4.016  0.703  -0.314
H  -2.399  1.437  -0.147
H  -3.362  1.727  -1.615
H  -2.412  -1.991  -3.123
H  1.017  0.567  0.293

The following is a quantum chemistry calculation of an isolated molecule of C5H8O, from OMol25.

Multiplicity ... 1
Energy relative to the best compared isomer or geometry (same formula, charge and spin) ... 67.7 kcal per mole

Geometry (Å):
C  2.272  0.693  0.459
C  1.235  -0.223  -0.087
C  0.210  -0.096  -0.898
C  -0.841  -0.794  -1.285
O  -2.018  -0.840  -0.626
C  -2.193  0.120  0.402
H  2.087  0.769  1.537
H  3.252  0.222  0.340
H  2.286  1.695  0.031
H  1.311  -1.228  0.330
H  -0.832  -1.422  -2.169
H  -2.289  1.105  -0.062
H  -3.113  -0.152  0.913
H  -1.366  0.151  1.114

The following is a quantum chemistry calculation of a cluster of 2 separate species, C14H24FN4O8P in total in a non-equilibrium geometry, from OMol25.

Multiplicity ... 1
Total charge ... -2
Energy ... -49239.044 eV

Geometry (Å):
C  1.142  4.838  -4.073
C  1.632  3.504  -3.787
C  0.712  2.260  -3.324
N  1.330  1.804  -2.002
C  0.264  1.089  -1.270
N  -0.711  0.319  -2.103
C  -0.391  -1.132  -2.068
C  -0.740  -1.776  -3.632
C  -2.376  -1.740  -4.031
O  -1.542  -3.061  -3.641
N  0.119  1.091  0.112
C  1.106  1.825  0.992
C  2.605  1.226  0.882
C  3.058  0.339  2.154
C  2.349  -1.100  2.113
O  3.261  -2.224  2.153
C  2.395  -3.407  2.165
C  -0.971  0.411  0.812
O  -2.178  0.838  0.654
N  -0.779  -0.727  1.746
C  -2.053  -1.279  2.235
O  -2.727  -0.803  3.156
F  -2.505  -2.468  1.561
H  1.394  5.670  -3.306
H  0.574  5.163  -5.008
H  2.774  3.343  -3.861
H  0.643  1.422  -4.093
H  -0.312  2.725  -3.056
H  1.602  2.696  -1.550
H  -1.679  0.521  -1.804
H  -1.007  -1.751  -1.332
H  0.737  -1.351  -2.029
H  0.050  -1.563  -4.512
H  -2.710  -2.275  -4.994
H  -3.089  -1.726  -3.142
H  0.768  1.843  2.083
H  1.160  2.888  0.534
H  2.762  0.632  -0.087
H  3.323  2.133  0.806
H  2.892  0.898  3.147
H  4.195  0.189  2.046
H  1.738  -1.141  1.131
H  1.597  -1.144  2.974
H  3.076  -4.304  1.989
H  1.795  -3.510  3.135
H  1.614  -3.342  1.312
H  -0.336  -0.317  2.594
O  -6.516  -1.775  6.153
P  -5.312  -1.504  5.244
O  -4.233  -0.761  6.041
O  -5.760  -0.650  4.053
O  -4.740  -2.831  4.731